[1]
C17H44BaF3N2O23P4 | wB97M-V/def2-TZVPD

The geometry in XYZ format:
```
94
Properties=species:S:1:pos:R:3
N 42.51 -15.56 5.47
C 33.89 -15.03 3.26
C 41.46 -15.53 6.52
H 34.15 -14.23 2.57
O 41.53 -16.78 11.24
C 32.62 -12.13 11.44
F 44.29 -8.65 5.18
H 40.61 -7.93 8.74
O 39.67 -10.87 10.74
H 37.30 -17.11 12.25
O 37.56 -9.81 11.56
O 35.29 -14.54 12.24
H 40.02 -9.40 8.18
H 31.54 -12.17 11.30
P 35.35 -15.54 5.46
C 39.48 -12.14 11.39
P 40.62 -16.32 12.47
H 41.93 -14.96 7.32
O 37.70 -13.66 8.89
H 35.76 -12.86 13.53
O 39.28 -17.19 12.32
O 38.98 -8.64 9.89
O 33.69 -15.45 10.58
H 35.57 -9.38 12.06
O 41.30 -17.03 13.71
H 41.28 -16.54 6.87
C 39.67 -8.48 8.65
O 35.91 -14.27 5.99
H 40.37 -12.76 11.37
N 38.74 -13.56 8.15
H 42.39 -16.15 9.49
O 42.77 -16.59 4.90
O 43.00 -14.47 5.19
H 36.85 -13.28 12.23
H 41.29 -14.97 10.20
C 33.12 -16.35 11.52
O 39.71 -14.28 8.35
H 32.05 -16.17 11.62
O 36.49 -16.67 5.48
P 34.32 -14.08 11.09
H 34.18 -17.56 7.69
C 36.40 -9.00 11.45
H 35.02 -16.07 7.95
H 32.85 -11.42 12.24
H 43.10 -11.72 9.88
O 33.07 -13.42 11.89
H 41.82 -12.90 9.47
C 41.71 -18.41 13.63
H 33.26 -17.37 11.17
O 35.05 -15.56 3.89
H 39.16 -12.01 12.43
H 37.08 -17.49 7.32
H 37.51 -15.78 7.15
C 37.36 -16.72 6.60
H 40.67 -14.90 6.14
H 41.34 -18.82 12.70
C 42.02 -11.40 8.02
O 37.66 -10.71 9.13
Ba 35.84 -12.00 7.80
P 38.39 -10.07 10.23
O 40.41 -14.87 12.67
H 33.39 -15.87 2.78
C 41.45 -16.03 10.03
O 34.96 -13.27 10.04
C 42.65 -9.55 6.63
H 40.67 -16.40 9.37
C 34.10 -16.49 7.52
H 38.69 -12.73 10.92
O 38.64 -12.79 7.18
C 38.13 -16.64 11.71
F 43.22 -7.30 6.49
H 33.24 -16.04 8.01
H 35.95 -9.01 10.45
C 42.65 -12.30 9.08
H 33.18 -14.56 3.95
H 41.26 -18.92 14.48
O 42.98 -10.58 7.37
C 43.76 -8.53 6.42
H 43.33 -12.98 8.58
H 41.27 -10.74 8.45
O 34.03 -16.14 6.12
H 38.41 -16.78 6.28
O 41.54 -9.34 6.23
H 33.06 -11.72 10.54
H 36.63 -7.98 11.76
H 36.75 -14.37 13.64
H 33.50 -16.32 12.54
H 41.64 -12.04 7.23
F 44.76 -8.62 7.30
H 39.03 -8.07 7.88
H 37.89 -15.58 11.82
H 42.78 -18.56 13.67
C 36.20 -13.70 13.00
H 38.01 -17.00 10.69
```

Computed properties:
* Kohn-Sham gap: 8.8 eV
* electronic energy: -114417.588 eV
* charge: +1
* LUMO energy: -3.48 eV
* E_HOMO: -12.27 eV
* F_max: 2.5 eV/Å

---

[2]
C17H45BrN3O6Sr | wB97M-V/def2-TZVPD

The geometry in XYZ format:
```
73
Properties=species:S:1:pos:R:3
Sr 0.73 1.06 -0.86
H 0.82 2.15 2.18
O -4.60 -2.45 2.24
H 0.56 -2.70 4.92
C 1.00 -1.81 -2.05
H -0.80 -2.04 -3.33
C -2.13 2.82 -0.27
O -1.79 1.48 -0.77
C 2.67 2.93 1.05
C 4.29 -0.27 -2.95
H -3.95 -3.76 0.73
C 1.24 -3.27 4.29
H 6.95 -0.70 -2.95
C -4.12 -0.18 2.71
H 0.54 -2.00 -1.08
H -3.53 -1.37 0.92
H -2.07 3.56 -1.07
H 6.37 0.27 -1.52
H -5.34 0.64 1.15
H -0.60 0.90 -4.73
O 2.77 1.67 0.28
H -3.45 1.16 -1.92
H -3.56 0.52 -0.28
C -2.88 0.70 -1.11
H 4.04 0.20 -0.31
O -0.40 0.08 -2.85
C -4.08 -3.71 1.81
C -0.03 -1.30 -3.12
C 1.17 3.00 1.59
H 2.92 -1.78 -3.54
C 6.40 -0.70 -2.01
H 2.15 -2.66 4.31
H -3.12 -3.90 2.27
H -3.17 0.82 1.40
H 6.99 -1.38 -1.39
H -3.16 2.93 0.06
H 1.29 -2.81 -2.35
H -6.25 -0.25 2.44
O 5.06 -1.15 -2.08
C -5.45 0.46 2.22
C 4.11 1.18 0.16
N 2.19 -0.94 -1.81
H -2.69 -1.76 2.42
H -1.27 2.61 1.81
H 4.27 0.77 -2.62
H -4.12 -0.25 3.80
N 0.19 3.17 0.50
H 2.92 -1.51 -1.40
H -1.37 4.26 1.20
H -2.25 0.29 2.40
H 2.34 -0.19 -3.90
H -4.73 -4.56 2.05
H -1.61 1.57 -3.48
H 0.64 -2.76 2.53
H -2.52 -0.30 -1.38
C -1.18 3.23 0.92
H 0.40 -1.37 -4.12
H 2.86 3.83 0.47
H 4.79 1.81 -0.41
H -5.61 1.44 2.67
O 0.77 -3.57 3.02
H 4.59 0.84 1.08
H 3.28 2.90 1.95
Br 0.00 -0.62 1.50
N -3.11 0.83 2.41
H -1.99 -0.04 -4.12
H 1.16 3.86 2.26
C -1.18 0.64 -3.85
H 1.33 -4.20 4.86
C 2.86 -0.77 -3.13
C -3.65 -1.47 2.00
H 4.73 -0.17 -3.94
H 0.35 4.07 0.08
```

Computed properties:
* Kohn-Sham gap (alpha / beta): 8.9 / 3.5 eV
* electronic energy: -105975.517 eV
* charge: +2
* LUMO energy (alpha / beta): -5.35 / -10.63 eV
* 2S+1: 2
* E_HOMO (alpha / beta): -14.21 / -14.16 eV
* F_max: 2.9 eV/Å

---

[3]
C17H45LiN4O8 | wB97M-V/def2-TZVPD

The geometry in XYZ format:
```
75
Properties=species:S:1:pos:R:3
H -0.82 5.59 -3.32
O -3.24 1.66 -5.45
H -3.78 -3.30 5.22
C 5.66 2.11 7.81
N 2.78 0.53 4.15
H -5.72 -1.95 5.99
O 3.40 -6.01 -5.16
H 1.47 1.79 6.13
H 4.05 -4.10 -5.02
H 0.85 4.12 -1.34
H 6.18 2.99 8.18
H 3.73 0.60 6.69
C 3.30 1.69 4.88
H -2.71 0.06 -6.54
O -2.15 0.39 1.22
C -3.41 -3.03 7.30
H 6.38 1.30 7.66
O 4.93 2.30 6.64
H 5.29 -6.85 -4.68
C -1.16 4.86 -2.59
H -4.35 -3.45 7.65
C 2.30 -4.32 -3.84
O -2.10 -0.13 -0.80
H -4.54 2.85 -3.33
N -2.12 -0.45 0.36
N 2.54 -3.07 -3.09
C 4.62 -6.64 -5.51
H -4.49 3.15 -6.32
C -4.78 -1.42 5.87
C -3.63 -2.49 5.93
H 2.52 -0.22 4.78
H 1.98 -5.01 -3.06
C -4.23 3.44 -4.19
H 5.17 -5.98 -6.18
H 1.27 2.59 -2.17
C 0.80 3.56 -2.28
H 4.34 -5.02 -3.54
H 1.63 -2.94 -2.66
H -3.13 4.29 -1.90
H 5.07 0.58 5.48
H -3.21 5.67 -2.89
H 0.99 -5.06 -5.43
H -4.13 0.87 -7.12
H -2.91 4.59 -4.84
O -2.13 -1.61 0.65
H -4.78 -0.91 4.90
C 4.32 1.19 5.98
H -2.63 -3.78 7.19
C -2.70 4.71 -2.82
H -2.59 -1.52 4.67
C 2.09 2.42 5.48
H -4.91 4.29 -4.27
H 1.51 2.85 4.66
C 1.21 -4.12 -4.92
C -3.13 1.04 -6.73
H -5.33 1.99 -5.30
H 0.30 -3.73 -4.46
H -2.49 1.60 -7.41
H 4.52 -7.53 -6.14
O -2.46 -1.80 5.58
C 3.62 -4.85 -4.35
N -2.91 3.93 -4.07
C -4.40 2.54 -5.42
H 3.18 -3.31 -2.35
H 1.42 4.06 -3.02
H 1.41 -3.43 -5.74
H -4.62 -0.71 6.68
O -0.59 3.51 -2.69
H 5.06 1.78 8.66
H -3.09 -2.34 8.08
H 1.91 0.76 3.69
H 2.37 3.30 6.07
H 3.69 2.32 4.08
H -1.16 5.36 -1.62
Li -1.33 1.84 -3.76
```

Computed properties:
* Kohn-Sham gap: 5.7 eV
* electronic energy: -40896.409 eV
* charge: 0
* LUMO energy: -0.87 eV
* E_HOMO: -6.57 eV
* F_max: 4.8 eV/Å

---

[4]
C17H46O7 | wB97M-V/def2-TZVPD

The geometry in XYZ format:
```
70
Properties=species:S:1:pos:R:3
H 0.30 0.99 -4.62
H 5.11 2.60 2.96
H 0.83 -2.68 -0.43
H 3.82 -0.26 3.21
O 2.27 1.49 1.92
H 5.44 -0.02 2.47
H 1.09 1.84 -1.48
O 1.44 3.00 -2.85
H 1.12 -0.70 0.72
H -0.81 0.91 -1.24
H 2.00 1.06 1.16
H 1.74 -4.40 2.47
C 1.22 -4.35 1.41
C 4.40 -0.01 2.23
O -2.70 2.69 5.18
H -0.29 0.02 1.19
H -5.11 1.69 4.10
C -4.42 2.23 3.41
H 1.58 2.16 -5.47
C 0.56 2.04 -5.01
C -2.69 -3.34 -1.56
H 2.61 -2.81 1.10
O -3.29 -1.24 -0.98
C 0.06 -0.47 0.38
H -4.55 -2.44 -1.73
O 1.65 -3.20 -0.65
C -2.87 2.11 3.92
H 4.02 1.73 1.02
H -1.28 2.43 -2.89
H 4.06 -0.67 1.48
H -1.31 3.61 -4.22
O 1.00 1.41 -0.68
H 4.12 -4.89 1.00
H -2.97 0.95 4.14
C -0.85 3.39 -3.30
H -0.80 2.30 2.96
H -2.87 -4.52 -1.99
C -1.93 2.66 2.82
C 3.71 1.52 1.94
H -2.04 2.23 5.53
H 0.79 4.21 -4.56
H 3.75 3.50 2.68
C 4.09 2.56 3.02
H -2.46 -1.78 -3.62
O -0.66 -1.65 0.13
H 0.84 -5.36 1.03
H -4.57 1.64 2.41
H 0.38 -3.73 1.63
H -1.75 -3.18 -2.14
H -1.96 3.73 2.77
C 3.45 -4.68 0.09
H -2.25 2.12 1.80
H -5.05 3.27 3.43
C 2.28 -3.65 0.50
H -0.91 4.17 -2.54
H 4.24 -4.23 -0.54
H -0.23 2.15 -5.72
H -4.08 -0.78 -3.59
H -3.79 -2.74 -3.92
C -3.66 -2.18 -1.90
H -4.10 -0.66 -0.92
H 0.57 -0.29 -1.83
C 0.49 3.23 -3.93
C 0.18 0.34 -0.98
H 2.75 -5.42 -0.39
H 2.40 3.04 -2.77
H -1.56 -1.52 0.09
C -3.53 -1.73 -3.31
H -2.66 -3.67 -0.46
H 3.65 2.23 3.91
```

Computed properties:
* Kohn-Sham gap: 9.6 eV
* electronic energy: -32699.502 eV
* charge: 0
* LUMO energy: 0.29 eV
* E_HOMO: -9.36 eV
* F_max: 8.1 eV/Å

---

[5]
C17H47NO7 | wB97M-V/def2-TZVPD

The geometry in XYZ format:
```
72
Properties=species:S:1:pos:R:3
H -0.95 4.01 0.60
H 4.61 1.89 -1.49
H 5.40 0.38 -3.03
H -0.28 0.73 2.27
C 0.35 5.05 -0.77
H -6.66 -3.25 2.81
H -0.31 -3.09 2.82
C -4.38 0.45 -1.44
C 6.45 -2.05 -2.79
H -4.56 0.99 -2.37
C 6.48 -0.87 -1.79
H 7.38 -2.61 -2.80
C -0.67 3.98 -0.45
H 5.71 -2.75 -2.36
H -5.13 -1.45 -2.18
H -5.67 1.53 -0.10
C 5.40 1.22 -1.14
H 4.98 -0.25 0.51
H 5.72 -3.41 -4.97
N 5.46 0.12 -2.06
H -5.66 -1.41 1.78
H -4.76 -3.25 4.47
O -1.85 -0.18 1.30
H 5.61 1.33 0.99
O 3.66 1.38 0.55
C -4.60 1.38 -0.27
H -0.04 7.02 -0.86
H 6.31 -1.29 -0.80
H 7.30 -2.58 -5.33
H -1.44 -3.61 4.08
C -5.32 -4.22 1.48
H 2.31 -0.18 0.57
H -5.79 -3.74 0.61
H -1.46 -0.91 3.23
H -5.02 -1.37 -0.49
C 6.23 -2.45 -5.11
H -6.36 -0.50 -1.24
H -3.98 -2.00 2.22
H 0.03 0.46 0.64
H 1.27 4.69 1.15
C -1.24 -2.83 3.35
H 5.86 -2.01 -6.04
O -5.00 -3.95 3.85
H 2.16 3.93 -0.13
C 1.59 4.83 0.10
C -5.03 -1.94 2.51
H -1.14 1.73 0.94
H 2.03 1.18 1.73
H -0.22 2.99 -0.62
C -5.31 -0.76 -1.36
O -0.25 6.28 -0.29
H -4.22 2.39 -0.44
C 4.95 0.82 0.28
O -3.03 -0.06 -1.39
H -5.16 -1.27 3.37
H -4.17 1.06 0.68
H -2.64 0.10 -2.25
C 2.77 0.55 1.24
H -2.05 -2.83 2.61
H -1.57 3.97 -1.07
H 7.47 -0.42 -1.89
H 6.32 1.81 -1.01
O -1.29 -1.54 3.94
H 3.22 -0.03 2.06
H -2.11 -0.22 0.36
O 5.99 -1.61 -4.03
C -5.57 -3.36 2.69
C -0.78 0.77 1.30
H -5.87 -5.16 1.56
H 0.57 5.08 -1.83
H 2.22 5.71 0.25
H -4.26 -4.36 1.27
```

Computed properties:
* Kohn-Sham gap: 8.9 eV
* electronic energy: -34210.430 eV
* charge: 0
* LUMO energy: 0.43 eV
* E_HOMO: -8.52 eV
* F_max: 2.0 eV/Å

---

[6]
C17H48N4O5 | wB97M-V/def2-TZVPD

The geometry in XYZ format:
```
74
Properties=species:S:1:pos:R:3
C -6.38 0.20 -0.03
H -4.87 -1.90 0.20
H -5.38 0.61 1.85
H 0.29 -6.05 0.12
H 1.61 -3.29 0.31
C 1.76 -6.66 3.67
O -6.19 -2.00 1.81
H 0.15 2.78 -5.34
C -0.17 0.10 -0.37
C 2.20 1.97 1.97
H 1.45 -4.17 -1.10
H 1.60 6.67 -6.37
H -1.24 -1.18 -1.27
H -0.86 0.86 0.03
H 0.82 0.15 0.07
H -5.17 -3.61 2.63
H -1.23 -4.10 1.35
C -0.24 4.03 -3.77
H -0.55 4.87 -1.77
H 1.21 1.54 2.05
C 0.62 -5.38 2.11
H 1.93 3.02 2.20
O -0.78 -1.18 -0.43
H -0.28 -5.92 2.41
C -5.05 -1.47 1.19
H 1.04 4.04 -1.95
N -3.98 0.38 0.15
C 0.49 6.58 -6.38
H -6.57 1.23 -0.35
H -6.28 -0.49 -0.86
C 0.32 5.30 -4.43
H -5.96 -3.92 1.12
O 3.05 1.49 2.98
H -1.31 3.98 -3.95
H -0.36 3.10 -1.90
H 2.59 -4.71 0.22
H -4.16 -1.75 1.77
H 4.53 3.00 3.18
H 4.87 2.25 0.81
N 0.35 2.84 -4.35
H -0.01 0.41 -1.41
N 6.59 1.86 1.85
H 1.41 5.32 -4.32
H 1.34 2.77 -4.18
C 5.00 0.17 1.24
C -6.08 -3.38 2.07
H 1.94 -5.89 4.44
H -6.97 -3.74 2.58
H 3.96 -0.15 1.09
H 4.86 1.40 3.78
H -4.12 1.34 -0.17
H 5.50 0.00 0.29
H 0.38 6.50 -7.46
C 5.14 1.64 1.68
H 0.62 -4.40 2.61
C 4.38 1.94 2.96
H 6.99 1.02 2.27
O 0.08 5.38 -5.82
H 0.84 -7.22 3.86
C -0.01 4.07 -2.27
H -3.25 0.38 0.86
N -0.79 -4.24 0.45
O 1.77 -6.14 2.37
C 1.59 -4.34 -0.03
H -0.03 6.21 -3.92
H 2.62 -7.32 3.82
H -0.46 -3.33 0.15
C 0.43 -5.08 0.61
H 5.39 -0.39 2.09
H 6.81 2.58 2.53
H 0.07 7.51 -5.98
H 2.64 1.95 0.97
H -7.31 -0.08 0.47
C -5.20 0.03 0.93
```

Computed properties:
* Kohn-Sham gap: 9.6 eV
* electronic energy: -34601.700 eV
* charge: 0
* LUMO energy: 0.53 eV
* E_HOMO: -9.03 eV
* F_max: 2.2 eV/Å